# 1
Here is a 2-piece molecular cluster, C11H16N3O overall from OMol25. Energies are from ωB97M-V/def2-TZVPD.

Relative energy (zero: lowest compared OMol25 entry of this formula, charge and spin): 259.8 kJ/mol
Frontier orbital gap (spin up / spin down): 5.1 / 5.8 eV
HOMO level (spin up / spin down): -9.39 / -13.54 eV
DFT total energy: -18169.6055 eV
Maximum force: 5.8 eV/A

```
! wB97M-V def2-TZVPD RIJCOSX def2/J DEFGRID3
* xyz 1 3
C -0.127 -3.371 -2.900
C -0.121 -1.978 -2.596
C 0.336 -0.208 1.250
C 1.101 0.451 0.096
C -0.922 -0.710 1.206
C 1.089 1.761 -0.252
C 1.983 -0.395 -0.479
C -1.468 -1.406 2.431
C -1.915 -0.435 0.067
C 1.922 2.384 -1.343
C 0.185 2.668 0.472
N 0.937 -3.875 -2.295
N 1.591 -2.868 -1.905
N 1.060 -1.721 -2.039
O 3.059 -0.743 -0.708
H -0.867 -3.938 -3.428
H -0.844 -1.195 -2.934
H 0.908 -0.120 2.157
H -0.988 -1.083 3.437
H -1.227 -2.427 2.189
H -2.541 -1.232 2.635
H -2.480 0.362 0.418
H -2.509 -1.285 0.030
H -1.526 -0.440 -0.963
H 3.091 2.168 -1.482
H 1.696 1.913 -2.308
H 1.575 3.448 -1.434
H -0.723 2.179 0.666
H 0.534 3.165 1.386
H 0.180 3.600 -0.201
H 2.397 -3.003 -1.357
*
```

The molecule's Löwdin atomic charges, reported in e, are given here: -0.088, -0.102, 0.124, -0.206, -0.188, -0.268, -0.157, -0.010, 0.021, -0.032, -0.032, 0.080, -0.082, 0.027, 0.215, 0.103, 0.122, 0.148, 0.132, 0.105, 0.107, 0.087, 0.073, 0.076, 0.144, 0.086, 0.089, 0.057, 0.105, 0.113, 0.151

***

# 2
Here is one molecule with the formula C3H6OSi from OMol25. Energies are from ωB97M-V/def2-TZVPD.

Relative energy (zero: lowest compared OMol25 entry of this formula, charge and spin): 1.9 kJ/mol
Frontier orbital gap (spin up / spin down): 6.6 / 7.7 eV
HOMO level (spin up / spin down): -5.63 / -10.09 eV
DFT total energy: -13128.4622 eV
Maximum force: 8.8 eV/A

```
! wB97M-V def2-TZVPD RIJCOSX def2/J DEFGRID3
* xyz 0 3
C -0.388 -1.061 -0.053
C -0.977 -0.236 0.827
C 0.725 -0.542 -0.914
O 0.957 0.781 -0.532
Si -0.061 1.369 0.649
H -0.812 -2.005 -0.305
H -1.628 -0.774 1.587
H 1.705 -1.061 -0.886
H 0.309 -0.538 -1.921
H -0.759 2.360 -0.152
H 0.930 1.708 1.699
*
```

The molecule's Löwdin atomic charges, reported in e, are given here: -0.198, -0.190, -0.269, -0.325, 0.602, 0.092, 0.089, 0.128, 0.121, -0.030, -0.019

***

# 3
Here is C16H48F2InNO12S2 as an isolated structure from OMol25. Energies are from ωB97M-V/def2-TZVPD.

Relative energy (zero: lowest compared OMol25 entry of this formula, charge and spin): 326.4 kJ/mol
Frontier orbital gap: 1.6 eV
HOMO level: -14.38 eV
DFT total energy: -75681.4690 eV
Maximum force: 9.1 eV/A

```
! wB97M-V def2-TZVPD RIJCOSX def2/J DEFGRID3
* xyz 2 1
In -0.895 -0.550 -3.528
N -0.660 -0.046 -0.714
S 0.603 0.080 0.169
O 1.163 -1.230 0.575
O 0.867 1.307 0.910
F 1.563 0.379 -1.118
S -1.695 0.235 0.628
O -2.418 1.513 0.541
O -1.422 -0.417 1.906
F -2.706 -0.823 -0.009
C 0.824 -3.706 -1.512
C 1.970 -3.166 -2.284
O 1.613 -2.023 -3.114
H 0.028 -4.138 -2.118
H 0.418 -2.928 -0.866
H 1.087 -4.513 -0.828
H 2.491 -3.940 -2.847
H 2.804 -2.870 -1.648
H 2.299 -2.037 -3.786
C -3.050 -5.175 -1.747
C -2.902 -3.696 -1.302
O -2.475 -2.957 -2.439
H -3.324 -5.985 -1.070
H -2.070 -5.517 -2.081
H -3.818 -5.224 -2.518
H -2.183 -3.530 -0.500
H -3.853 -3.327 -0.917
H -3.255 -2.789 -2.973
C 3.430 1.728 -3.437
C 2.527 1.758 -4.760
O 1.133 1.601 -4.672
H 3.137 2.442 -2.667
H 4.490 1.859 -3.656
H 3.284 0.759 -2.959
H 2.966 1.121 -5.528
H 2.665 2.693 -5.303
H 0.792 2.032 -5.459
C 1.208 5.228 0.292
C 0.103 4.500 -0.373
O 0.467 4.095 -1.680
H 1.728 5.949 -0.339
H 1.956 4.483 0.560
H 0.780 5.633 1.209
H -0.748 5.176 -0.457
H -0.163 3.640 0.242
H 0.835 4.856 -2.134
C -5.699 -1.071 0.684
C -6.989 -1.498 1.388
O -6.954 -2.875 1.451
H -4.831 -1.241 1.321
H -5.657 0.003 0.498
H -5.528 -1.493 -0.307
H -7.850 -1.119 0.837
H -7.093 -0.907 2.298
H -7.719 -3.140 1.968
C 4.382 1.315 0.796
C 5.535 0.969 -0.171
O 6.398 2.090 -0.228
H 3.588 0.571 0.853
H 3.957 2.276 0.507
H 4.806 1.590 1.761
H 5.175 0.714 -1.168
H 6.032 0.070 0.194
H 7.104 1.832 -0.825
C 1.506 -2.923 3.110
C 0.800 -1.860 4.047
O 1.753 -1.456 5.050
H 0.835 -3.240 2.312
H 1.694 -3.817 3.705
H 2.438 -2.475 2.766
H -0.112 -2.263 4.488
H 0.509 -1.024 3.411
H 1.199 -0.912 5.615
C -0.361 3.565 3.200
C -1.781 3.126 3.773
O -2.637 3.253 2.819
H 0.167 2.768 2.676
H 0.310 3.790 4.030
H -0.371 4.468 2.590
H -2.041 3.545 4.745
H -1.825 2.084 4.092
H -2.335 2.804 2.025
*
```

The molecule's Löwdin atomic charges, reported in e, are given here: 1.108, -0.278, 0.459, -0.251, -0.265, -0.224, 0.607, -0.248, -0.249, -0.187, -0.076, -0.277, -0.188, 0.072, 0.047, 0.097, 0.123, 0.117, 0.089, -0.055, -0.295, -0.199, 0.079, 0.067, 0.079, 0.105, 0.100, 0.081, -0.047, -0.282, -0.165, 0.063, 0.077, 0.040, 0.109, 0.111, 0.093, -0.056, -0.298, 0.015, 0.098, 0.088, 0.079, 0.143, 0.088, 0.104, -0.081, -0.303, 0.024, 0.067, 0.077, 0.072, 0.133, 0.131, 0.113, -0.051, -0.265, 0.012, 0.056, 0.070, 0.088, 0.110, 0.133, 0.106, -0.046, -0.226, 0.034, 0.068, 0.086, 0.079, 0.133, 0.101, 0.101, 0.014, -0.268, 0.125, 0.058, 0.097, 0.068, 0.145, 0.162, 0.074

***

# 4
Here is one molecule with the formula C36H60O2 from OMol25. Energies are from ωB97M-V/def2-TZVPD.

Relative energy (zero: lowest compared OMol25 entry of this formula, charge and spin): 0.0 kJ/mol
Frontier orbital gap: 7.3 eV
HOMO level: -7.36 eV
DFT total energy: -42401.0907 eV
Maximum force: 1.1 eV/A

```
! wB97M-V def2-TZVPD RIJCOSX def2/J DEFGRID3
* xyz 0 1
C -6.481 -4.092 -1.668
C -5.393 -3.142 -1.184
C -4.220 -3.087 -2.160
C -3.115 -2.116 -1.741
C -2.337 -2.567 -0.506
C -1.154 -1.642 -0.232
C -0.408 -1.993 1.052
C 0.772 -1.053 1.284
C 1.490 -1.347 2.598
C 2.648 -0.390 2.885
C 3.797 -0.432 1.875
C 4.468 -1.800 1.776
C 5.633 -1.828 0.785
C 6.862 -1.058 1.266
H 6.637 0.007 1.329
H 7.144 -1.407 2.262
C 8.055 -1.251 0.321
C 7.692 -0.753 -1.059
O 7.448 -1.451 -2.007
O 7.656 0.583 -1.083
C 7.141 1.190 -2.280
C 5.642 1.146 -2.305
C 4.838 1.743 -1.409
C 3.408 1.584 -1.526
C 2.480 2.135 -0.716
C 1.082 1.919 -0.889
C 0.066 2.409 -0.134
C -1.282 2.010 -0.459
C -2.383 2.302 0.254
C -3.731 1.824 -0.028
C -4.272 1.824 -1.255
C -3.574 2.354 -2.474
H -3.170 1.535 -3.070
H -2.759 3.024 -2.213
H -4.282 2.894 -3.102
C -5.649 1.289 -1.546
C -6.518 1.156 -0.304
C -5.708 0.514 0.810
H -6.337 0.345 1.687
H -5.347 -0.459 0.467
C -4.501 1.372 1.210
C -3.604 0.513 2.112
H -2.766 1.081 2.508
H -3.208 -0.333 1.555
H -4.183 0.132 2.952
C -4.965 2.606 1.997
H -4.116 3.163 2.384
H -5.581 2.302 2.841
H -5.545 3.275 1.366
H -6.869 2.141 0.009
H -7.398 0.549 -0.528
H -6.143 1.934 -2.278
H -5.535 0.306 -2.019
H -2.282 2.882 1.161
H -1.376 1.378 -1.331
C 0.267 3.319 1.040
H -0.359 4.205 0.939
H -0.013 2.811 1.963
H 1.299 3.642 1.131
H 0.818 1.270 -1.717
H 2.799 2.760 0.104
H 3.074 0.957 -2.344
C 5.367 2.587 -0.286
H 4.986 2.222 0.666
H 6.451 2.564 -0.250
H 5.039 3.619 -0.410
H 5.207 0.535 -3.082
H 7.523 2.214 -2.263
H 7.548 0.658 -3.145
H 8.911 -0.684 0.689
H 8.317 -2.307 0.249
H 5.299 -1.419 -0.171
H 5.922 -2.867 0.613
H 3.731 -2.534 1.448
H 4.824 -2.103 2.764
H 4.539 0.306 2.188
H 3.434 -0.136 0.889
H 2.256 0.630 2.915
H 3.047 -0.619 3.877
H 0.770 -1.264 3.416
H 1.853 -2.376 2.593
H 1.470 -1.151 0.450
H 0.413 -0.021 1.290
H -1.095 -1.928 1.900
H -0.049 -3.024 0.998
H -1.515 -0.614 -0.158
H -0.459 -1.688 -1.074
H -1.976 -3.588 -0.655
H -2.996 -2.574 0.365
H -3.545 -1.130 -1.550
H -2.413 -2.013 -2.572
H -4.598 -2.786 -3.141
H -3.795 -4.088 -2.267
H -5.815 -2.141 -1.071
H -5.042 -3.469 -0.204
H -6.088 -5.102 -1.769
H -7.310 -4.116 -0.964
H -6.862 -3.776 -2.637
*
```

The molecule's Löwdin atomic charges, reported in e, are given here: -0.115, -0.274, -0.225, -0.214, -0.215, -0.223, -0.210, -0.212, -0.215, -0.206, -0.216, -0.203, -0.199, -0.189, 0.103, 0.118, -0.091, -0.516, 0.117, -0.010, -0.149, -0.021, -0.286, -0.066, -0.088, -0.066, -0.281, -0.084, -0.045, -0.151, -0.219, -0.046, 0.086, 0.072, 0.078, -0.153, -0.178, -0.152, 0.121, 0.105, -0.495, -0.031, 0.079, 0.071, 0.090, -0.028, 0.078, 0.088, 0.083, 0.108, 0.111, 0.114, 0.113, 0.103, 0.109, -0.039, 0.087, 0.086, 0.064, 0.115, 0.094, 0.115, -0.032, 0.072, 0.071, 0.092, 0.113, 0.129, 0.123, 0.122, 0.124, 0.113, 0.120, 0.105, 0.118, 0.101, 0.092, 0.105, 0.109, 0.112, 0.104, 0.112, 0.105, 0.111, 0.118, 0.085, 0.120, 0.119, 0.102, 0.095, 0.113, 0.110, 0.112, 0.089, 0.104, 0.071, 0.067, 0.070

***

Among the records above, which one has the highest DFT total energy? C3H6OSi

***

Which formula does entry 1 have? C11H16N3O

***

Among the records above, which one has the lowest relative energy (zero: lowest compared OMol25 entry of this formula, charge and spin)? C36H60O2